1.
C2H10NO | ωB97M-V/def2-TZVPD

Its total charge is +1. The energy above the lowest of the compared OMol25 structures with the same formula, charge and spin is 91.57 kJ/mol. As for the HOMO energy: -14.9 eV. The HOMO-LUMO gap is 11.295 eV.

Last column: Mulliken charge in e.
Atoms and positions in Å:
C -1.541843 -0.551547 1.368443  -0.70
N -0.020493 -0.630425 1.497953  -0.18
H 0.405502 -0.289350 0.617746  0.23
H 0.385141 -0.068209 2.237953  0.39
H 0.170387 -1.630833 1.500791  0.40
H -1.796309 -0.183112 0.376120  0.26
H -1.897338 0.074321 2.181155  0.32
H -1.992252 -1.527509 1.539678  0.33
C 0.854518 1.049380 -2.092182  -0.57
O 1.304966 0.287398 -0.944015  -0.61
H 1.878227 -0.391711 -1.278382  0.30
H 1.597107 1.809250 -2.310601  0.27
H 0.674704 0.491037 -3.003962  0.28
H -0.022317 1.561311 -1.690697  0.26

Forces on atoms 1 to 2 (eV/Å):
C 0.08 0.30 0.62
N -1.05 -0.47 -1.55


2.
C2H10NO2 | ωB97M-V/def2-TZVPD

Its total charge is +1. The energy above the lowest of the compared OMol25 structures with the same formula, charge and spin is 123.41 kJ/mol. As for the HOMO energy: -14.7 eV. The HOMO-LUMO gap is 11.029 eV.

Last column: Mulliken charge in e.
Atoms and positions in Å:
C -0.687745 -1.310963 0.511862  0.11
C 0.224369 -0.867414 1.360328  -0.63
N -1.482111 -0.318742 -0.255729  -0.24
H -0.886544 -2.325026 0.205100  0.35
H 0.673727 -1.546259 2.072475  0.28
H 0.380844 0.185852 1.542590  0.13
H -1.564066 0.583351 0.205104  0.38
H -0.975674 -0.043787 -1.113513  0.26
H -2.380615 -0.750319 -0.464961  0.38
H 1.350349 2.554975 1.837196  0.30
H 2.812690 2.798466 1.920101  0.32
O 2.144497 2.192069 2.236743  -0.62
H 0.011731 -0.899300 -3.917050  0.33
H 0.374333 0.308585 -3.134965  0.32
O 0.004216 -0.561487 -3.005284  -0.67

Forces on atoms 1 to 2 (eV/Å):
C 0.81 0.69 0.26
C -1.03 -0.46 0.46


3.
C2H10NO2 | ωB97M-V/def2-TZVPD

Its total charge is +1. The energy above the lowest of the compared OMol25 structures with the same formula, charge and spin is 229.97 kJ/mol. As for the HOMO energy: -14.9 eV. The HOMO-LUMO gap is 11.475 eV.

Last column: Mulliken charge in e.
Atoms and positions in Å:
C -1.248132 -0.002019 -0.031867  0.11
C -1.084130 -1.123539 -0.772782  -0.63
N -0.305276 1.192292 -0.234774  -0.19
H -1.880551 0.069824 0.875541  0.34
H -1.772372 -1.926753 -0.574566  0.27
H -0.387340 -1.332103 -1.703008  0.15
H 0.158600 0.927026 -1.050857  0.30
H -0.744387 1.991345 -0.597613  0.34
H -0.034932 1.444383 0.735540  0.32
H -0.094965 2.009082 3.307838  0.32
H 1.200407 1.569198 2.625682  0.36
O 0.139710 1.647477 2.488123  -0.70
H 2.295658 -1.487587 -1.768941  0.32
H 2.114579 -2.724110 -1.293832  0.33
O 1.643135 -2.254515 -2.004485  -0.64

Forces on atoms 1 to 2 (eV/Å):
C 0.52 -1.20 -0.49
C 0.52 1.47 -1.07


4.
C2H10NO2 | ωB97M-V/def2-TZVPD

Its total charge is +1. The energy above the lowest of the compared OMol25 structures with the same formula, charge and spin is 182.13 kJ/mol. As for the HOMO energy: -15.2 eV. The HOMO-LUMO gap is 10.478 eV.

Last column: Mulliken charge in e.
Atoms and positions in Å:
C -0.689651 1.126708 -1.145276  -0.76
C -0.091547 1.783519 1.053488  -0.12
N -0.044492 0.801196 0.224172  0.13
H -0.014389 0.548333 -1.922774  0.26
H -0.676929 2.198969 -1.153800  0.42
H -1.781685 0.743247 -1.155198  0.30
H -0.754058 2.570634 0.696524  0.26
H 0.633865 1.919390 1.837582  0.31
H 0.322451 -0.113049 0.431243  0.21
H 1.020773 -1.743071 -1.564394  0.26
H -0.440989 -2.068391 -1.009351  0.31
O 0.349560 -1.457528 -1.017564  -0.56
H 0.192816 -2.213528 2.057241  0.29
H 1.321558 -2.394597 1.217054  0.32
O 0.652717 -1.701832 1.451052  -0.62

Forces on atoms 1 to 2 (eV/Å):
C 0.00 -3.06 0.16
C 0.54 -0.55 -1.72


5.
C2H10NO2 | ωB97M-V/def2-TZVPD

Its total charge is +1. The energy above the lowest of the compared OMol25 structures with the same formula, charge and spin is 117.43 kJ/mol. As for the HOMO energy: -14.7 eV. The HOMO-LUMO gap is 11.467 eV.

Last column: Mulliken charge in e.
Atoms and positions in Å:
C -0.157516 1.332089 -0.712889  0.08
C -1.066506 2.292244 -0.413510  -0.74
N -0.154856 0.070714 -0.071085  -0.14
H 0.715806 1.479635 -1.319795  0.36
H -1.062740 3.342873 -0.817594  0.28
H -2.110926 1.962329 -0.029312  0.21
H -1.057471 0.023768 0.399615  0.35
H 0.439167 -0.049674 0.847506  0.33
H 0.035942 -0.605308 -0.767014  0.30
H 0.816413 -3.148090 -1.462461  0.32
H -0.595986 -3.302065 -1.846178  0.30
O -0.051748 -2.728356 -1.384387  -0.64
H 1.981370 -0.730907 2.152799  0.34
H 1.123191 0.324008 3.097052  0.34
O 1.145860 -0.263260 2.327254  -0.69

Forces on atoms 1 to 2 (eV/Å):
C -0.21 3.61 0.58
C -1.38 -1.17 -1.14


6.
C2H10NO2 | ωB97M-V/def2-TZVPD

Its total charge is +1. The energy above the lowest of the compared OMol25 structures with the same formula, charge and spin is 77.66 kJ/mol. As for the HOMO energy: -15.2 eV. The HOMO-LUMO gap is 12.048 eV.

Last column: Mulliken charge in e.
Atoms and positions in Å:
C -1.076411 -1.314052 0.092192  0.00
C -0.336705 -2.388886 0.091842  -0.66
N -0.611494 -0.023535 -0.526391  -0.25
H -2.057770 -1.132720 0.503213  0.33
H -0.714323 -3.368305 0.349405  0.27
H 0.687852 -2.461504 -0.257561  0.25
H -1.436035 0.523857 -0.759457  0.37
H -0.047841 0.451967 0.190018  0.31
H -0.038778 -0.110082 -1.366937  0.38
H 0.431810 0.850279 3.260034  0.33
H 0.949150 1.723160 2.128747  0.32
O 0.219612 1.162922 2.374169  -0.65
H 1.315147 2.626371 -1.525726  0.30
H 1.624348 1.706165 -2.678857  0.32
O 1.091436 1.754363 -1.874689  -0.61

Forces on atoms 1 to 2 (eV/Å):
C -0.26 0.98 -0.55
C 0.41 -0.93 -0.39